[1]
147
Properties=species:S:1:pos:R:3:mulliken_charge:R:1 method="wB97M-V/def2-TZVPD" homo_energy_ev=-10.29 charge=+1 relative_energy_kcal_mol=0.0 gap_ev=7.70
C 3.198 0.551 4.538 -1.132
C 2.404 0.145 3.511 -0.170
N 2.348 0.924 2.337 0.263
C 2.316 2.381 2.450 -1.214
C 0.914 2.853 2.838 -0.778
C -0.036 2.776 1.663 0.221
C -1.492 3.111 1.998 -0.922
C -1.933 4.481 1.499 -0.965
C -1.952 4.684 -0.018 -0.561
C -3.311 4.578 -0.683 0.072
C -3.643 3.169 -1.088 -0.205
O -4.758 3.198 -2.019 -0.310
C -5.691 2.251 -1.709 0.733
C -5.593 0.963 -2.466 -0.971
O -6.522 2.435 -0.862 -0.533
C 2.310 0.285 1.162 0.544
N 2.330 -1.035 1.035 -0.424
C 2.202 -1.323 -0.253 -0.363
P 2.138 -2.942 -1.063 -0.218
C 0.413 -3.006 -1.672 -0.906
C 2.150 -4.292 0.172 -0.341
C 1.773 -3.939 1.611 -1.296
N 2.146 -0.192 -0.975 0.322
B 2.057 0.100 -2.462 0.370
O 3.233 0.401 -3.095 -0.565
N 0.819 0.082 -3.134 0.148
C 0.983 0.507 -4.537 -1.011
C -0.145 1.004 -2.504 -1.483
N 2.208 0.841 -0.070 0.200
H 2.808 0.832 5.499 0.329
H 4.268 0.652 4.414 0.441
H 1.857 -0.783 3.527 0.445
H 3.019 2.696 3.197 0.538
H 2.588 2.864 1.522 0.438
H 0.552 2.197 3.616 0.482
H 0.919 3.853 3.250 0.339
H -0.043 1.766 1.275 0.009
H 0.281 3.433 0.859 0.298
H -2.152 2.360 1.583 0.277
H -1.650 3.109 3.068 0.513
H -2.938 4.634 1.869 0.423
H -1.321 5.264 1.927 0.392
H -1.235 4.061 -0.541 0.045
H -1.634 5.703 -0.183 0.305
H -3.303 5.157 -1.595 -0.131
H -4.107 4.972 -0.069 0.194
H -2.821 2.704 -1.606 -0.133
H -3.956 2.599 -0.222 0.583
H -6.090 1.049 -3.420 0.294
H -4.561 0.667 -2.580 0.247
H -6.104 0.209 -1.896 0.365
H 0.185 -4.004 -1.993 0.418
H 0.212 -2.274 -2.433 0.287
H -0.212 -2.824 -0.813 0.312
H 3.087 -4.821 0.150 0.510
H 1.403 -4.988 -0.181 0.232
H 1.391 -4.814 2.112 0.431
H 2.644 -3.629 2.162 0.446
H 1.014 -3.178 1.659 0.232
H 3.703 1.095 -2.628 0.326
H 0.021 0.501 -5.029 0.438
H 1.356 1.519 -4.612 0.321
H 1.597 -0.183 -5.083 0.199
H 0.225 2.024 -2.463 0.443
H -1.014 1.042 -3.141 0.568
H -0.487 0.652 -1.541 0.431
H 2.156 1.793 -0.370 0.327
C -6.142 -3.666 5.164 -0.307
C -5.705 -4.384 6.421 0.008
O -5.177 -5.615 5.895 -0.337
C -4.808 -5.409 4.619 0.586
O -4.188 -6.186 3.964 -0.543
O -5.238 -4.204 4.179 -0.330
H -6.045 -2.587 5.227 0.302
H -7.164 -3.913 4.877 0.271
H -4.910 -3.858 6.951 0.186
H -6.522 -4.573 7.097 0.145
C 7.637 0.794 4.850 -0.186
C 8.517 -0.251 5.496 -0.262
O 7.586 -0.966 6.322 -0.370
C 6.347 -0.801 5.812 0.559
O 5.382 -1.392 6.162 -0.507
O 6.351 0.142 4.833 -0.310
H 7.949 1.054 3.848 0.282
H 7.561 1.704 5.445 0.218
H 8.949 -0.944 4.771 0.226
H 9.315 0.176 6.095 0.288
C 3.292 -2.344 -8.638 -0.319
C 3.108 -2.330 -7.133 -0.353
O 1.720 -1.985 -7.000 -0.202
C 1.090 -2.337 -8.148 0.591
O -0.087 -2.328 -8.301 -0.543
O 1.978 -2.688 -9.097 -0.323
H 4.021 -3.074 -8.974 0.325
H 3.556 -1.364 -9.038 0.236
H 3.271 -3.308 -6.678 0.286
H 3.736 -1.598 -6.634 0.310
C -4.668 5.570 -3.920 0.227
C -4.876 5.676 -5.417 -0.354
O -5.008 7.088 -5.609 -0.327
C -4.389 7.718 -4.578 0.579
O -4.175 8.879 -4.527 -0.519
O -4.048 6.825 -3.612 -0.320
H -4.028 4.746 -3.635 -0.076
H -5.606 5.494 -3.369 0.206
H -4.014 5.322 -5.987 0.287
H -5.765 5.156 -5.763 0.317
C -4.276 -6.285 -0.473 -0.326
C -3.729 -7.006 0.744 0.040
O -2.355 -6.587 0.739 -0.328
C -2.265 -5.427 0.073 0.548
O -1.279 -4.755 0.031 -0.480
O -3.422 -5.130 -0.556 -0.341
H -5.316 -5.994 -0.368 0.310
H -4.160 -6.863 -1.391 0.255
H -4.192 -6.698 1.682 -0.016
H -3.804 -8.086 0.661 0.312
C -7.975 -1.873 10.439 -0.357
C -6.647 -1.901 9.709 -0.340
O -6.839 -2.966 8.765 -0.260
C -8.178 -3.099 8.558 0.647
O -8.653 -3.774 7.706 -0.499
O -8.879 -2.362 9.440 -0.352
H -8.265 -0.879 10.764 0.308
H -7.998 -2.549 11.295 0.267
H -6.448 -0.978 9.163 0.271
H -5.806 -2.114 10.362 0.299
C 11.180 1.367 2.644 -0.346
C 12.414 2.080 3.163 -0.357
O 11.848 3.124 3.966 -0.339
C 10.613 2.745 4.350 0.615
O 9.943 3.300 5.153 -0.486
O 10.226 1.620 3.688 -0.242
H 11.328 0.300 2.507 0.314
H 10.807 1.798 1.714 0.257
H 13.030 1.443 3.799 0.262
H 13.032 2.495 2.373 0.314
C -0.252 0.793 -11.489 -0.412
C 0.089 0.168 -10.154 -0.246
O 1.492 0.444 -10.035 -0.204
C 1.778 1.523 -10.810 0.550
O 2.813 2.099 -10.798 -0.527
O 0.718 1.846 -11.587 -0.337
H -1.262 1.192 -11.530 0.331
H -0.109 0.104 -12.323 0.262
H -0.434 0.648 -9.324 0.235
H -0.097 -0.898 -10.117 0.331

[2]
93
Properties=species:S:1:pos:R:3:mulliken_charge:R:1 method="wB97M-V/def2-TZVPD" homo_energy_ev=-8.61 relative_energy_kcal_mol=67.0 gap_ev=7.59
O 0.360 -4.723 2.011 -0.562
H 1.194 -5.122 1.764 0.280
H 0.602 -4.005 2.596 0.262
O -0.672 3.207 3.435 -0.767
H -0.394 3.262 2.520 0.302
H 0.066 2.798 3.886 0.398
O -2.039 -2.331 -1.960 -0.571
H -2.060 -1.871 -1.121 0.260
H -1.194 -2.095 -2.342 0.229
O -1.970 2.479 -0.897 -0.680
H -1.349 1.871 -0.496 0.201
H -1.646 2.598 -1.790 0.266
O 1.633 -2.121 0.244 -0.145
H 2.372 -2.709 0.403 0.181
H 2.037 -1.287 0.004 0.070
O 2.277 -4.460 -1.961 -0.674
H 1.512 -4.194 -1.450 0.264
H 2.102 -5.371 -2.198 0.291
O 1.738 2.518 1.309 -0.222
H 1.334 1.971 0.635 0.100
H 2.131 1.894 1.920 0.172
O 3.434 -2.016 -2.944 -0.615
H 3.037 -2.662 -2.360 0.307
H 4.155 -2.484 -3.365 0.295
O -1.847 0.074 -5.695 -0.612
H -1.406 0.490 -6.435 0.297
H -1.366 0.380 -4.926 0.450
O -4.639 1.052 2.554 -0.716
H -4.684 1.967 2.275 0.294
H -3.818 0.991 3.042 0.433
O -3.763 0.558 -0.348 -0.899
H -3.979 0.558 0.585 0.418
H -3.055 1.197 -0.431 0.320
O -1.106 -2.146 0.774 -0.359
H -0.263 -2.595 0.840 0.039
H -1.475 -2.198 1.656 0.393
O -2.324 -1.706 3.306 -0.614
H -1.964 -1.955 4.157 0.263
H -2.283 -0.749 3.299 0.365
O -1.072 4.845 0.154 -0.587
H -1.371 3.987 -0.147 0.483
H -1.869 5.284 0.453 0.297
O -1.327 -5.156 -2.196 -0.688
H -1.681 -4.343 -2.556 0.292
H -1.468 -5.082 -1.252 0.406
O 4.797 -1.376 1.309 -0.549
H 4.711 -1.977 2.050 0.292
H 5.711 -1.094 1.335 0.259
O 0.585 -1.619 -2.926 -0.364
H 0.745 -1.789 -3.855 0.224
H 1.451 -1.435 -2.563 0.096
O 1.545 2.990 -2.272 -0.530
H 0.911 3.126 -2.976 0.275
H 2.366 3.338 -2.619 0.252
O 1.891 1.947 4.535 -0.618
H 2.344 2.738 4.826 0.314
H 2.529 1.493 3.985 0.318
O -0.502 0.977 -3.333 -0.760
H 0.087 1.425 -2.726 0.143
H -0.287 0.049 -3.235 0.501
O 3.796 0.965 2.813 -0.629
H 4.612 1.398 3.065 0.287
H 4.071 0.112 2.476 0.259
O 2.811 0.185 -0.580 0.039
H 3.125 0.401 -1.458 0.099
H 3.553 0.377 -0.006 -0.132
O 1.520 5.419 2.064 -0.633
H 1.383 4.866 1.294 0.249
H 0.704 5.912 2.153 0.313
O -5.556 -0.805 -1.487 -0.680
H -4.905 -0.250 -1.060 0.417
H -5.409 -1.676 -1.117 0.329
O -4.635 -3.490 -1.538 -0.673
H -4.701 -3.938 -2.381 0.299
H -3.750 -3.124 -1.530 0.374
O -2.329 1.082 3.920 -0.674
H -1.775 1.848 3.773 0.393
H -2.443 1.046 4.869 0.275
O -1.939 -5.057 0.624 -0.704
H -1.288 -5.469 1.191 0.311
H -1.723 -4.125 0.649 0.439
O 5.850 1.209 -0.462 -0.568
H 5.262 1.959 -0.372 0.306
H 6.387 1.416 -1.227 0.303
O 4.055 3.571 -0.002 -0.699
H 3.962 4.520 -0.078 0.352
H 3.223 3.276 0.368 0.332
O -0.093 0.418 -0.109 0.452
H -0.553 -0.418 -0.028 -0.108
H 0.794 0.179 -0.379 -0.225
O -4.969 2.918 -1.700 -0.593
H -4.639 2.235 -1.117 0.412
H -5.186 3.646 -1.118 0.305

[3]
26
Properties=species:S:1:pos:R:3:nbo_charge:R:1 method="wB97M-V/def2-TZVPD" homo_energy_ev=-18.69 charge=+3 relative_energy_kcal_mol=192.2 gap_ev=2.17
Zr -13.939 -25.396 -2.988 2.258
Cl -15.719 -23.486 -2.556 -0.399
C -16.049 -19.580 -2.882 -0.671
C -15.008 -18.896 -3.668 0.618
O -15.190 -18.731 -4.886 -0.264
N -14.000 -18.406 -2.934 -0.393
C -12.933 -17.597 -3.529 -0.431
H -16.326 -18.985 -2.012 0.277
H -15.610 -20.552 -2.656 0.233
H -16.942 -19.776 -3.475 0.295
H -13.893 -18.683 -1.969 0.429
H -12.526 -16.844 -2.854 0.276
H -13.353 -17.043 -4.369 0.274
H -12.322 -18.439 -3.855 0.249
C -10.774 -21.946 -2.939 -0.695
C -11.912 -22.472 -2.023 0.714
O -12.563 -23.435 -2.400 -0.781
N -12.214 -21.842 -0.944 -0.504
C -13.399 -22.181 -0.101 -0.439
H -11.064 -20.951 -3.276 0.250
H -10.742 -22.627 -3.790 0.254
H -9.793 -22.071 -2.480 0.290
H -11.512 -21.152 -0.717 0.445
H -12.989 -22.213 0.908 0.265
H -13.852 -23.162 -0.245 0.218
H -14.241 -21.497 -0.207 0.233

[4]
8
Properties=species:S:1:pos:R:3:nbo_charge:R:1 method="wB97M-V/def2-TZVPD" homo_energy_ev=-9.30 relative_energy_kcal_mol=36.3 gap_ev=9.51
H -1.384 1.988 -0.661 0.369
N -1.103 1.957 0.301 -1.137
P -1.288 0.626 1.069 1.011
S -1.766 -0.831 -0.429 -0.415
H -0.906 -1.613 0.364 0.171
C 2.215 -0.781 -0.163 0.110
N 1.303 -0.643 0.511 -0.355
H 2.929 -0.702 -0.992 0.246

[5]
44
Properties=species:S:1:pos:R:3:nbo_charge:R:1 method="wB97M-V/def2-TZVPD" homo_energy_ev="-12.35 / -11.90" charge=+1 multiplicity=3 gap_ev="10.24 / 5.68"
Ag -0.450 -0.904 0.065 1.156
C -2.504 -1.851 3.950 -0.737
C -1.991 -1.398 2.502 0.770
O -2.562 -1.524 1.431 -0.535
O -0.874 -0.848 2.400 -0.382
H -2.461 -2.911 4.198 0.261
H -3.542 -1.561 4.111 0.256
H -1.884 -1.405 4.727 0.237
O -0.928 -2.730 -1.084 -0.716
H -0.025 -2.889 -1.420 0.422
C -2.506 2.140 -2.398 -0.628
C -1.392 1.551 -1.568 -0.084
C -0.891 2.319 -0.372 -0.069
O -0.092 1.615 0.551 -0.581
C 0.424 2.508 1.632 -0.261
N -1.977 0.268 -1.069 -0.856
H -2.538 1.548 -3.313 0.224
H -2.386 3.157 -2.771 0.236
H -3.485 2.056 -1.927 0.213
H -0.495 1.323 -2.143 0.210
H -1.745 2.671 0.206 0.166
H -0.467 3.255 -0.737 0.190
H 0.998 1.914 2.344 0.196
H -0.410 2.916 2.202 0.196
H 1.101 3.309 1.335 0.198
H -2.921 0.528 -0.820 0.385
H -2.234 -0.319 -1.850 0.391
C 3.841 -0.651 0.926 -0.624
C 2.477 -0.506 0.260 -0.096
C 2.328 -0.891 -1.204 -0.067
O 1.041 -0.513 -1.663 -0.587
C 0.896 -0.761 -3.058 -0.265
N 1.601 -1.389 0.994 -0.851
H 4.172 -1.662 1.165 0.218
H 3.760 -0.185 1.908 0.221
H 4.613 -0.192 0.308 0.229
H 2.073 0.474 0.513 0.228
H 2.344 -1.976 -1.300 0.180
H 3.086 -0.364 -1.783 0.201
H 0.696 -1.818 -3.232 0.183
H 1.748 -0.479 -3.676 0.199
H -0.001 -0.298 -3.470 0.200
H 1.986 -2.310 1.141 0.384
H 1.577 -1.218 1.989 0.391

[6]
33
Properties=species:S:1:pos:R:3:nbo_charge:R:1 method="wB97M-V/def2-TZVPD" homo_energy_ev=-13.27 charge=+1 relative_energy_kcal_mol=19.0 gap_ev=10.48
Li -0.670 0.351 -0.242 0.879
C 1.572 2.539 -1.926 -0.617
C 0.102 2.928 -2.110 -0.067
O -0.644 1.812 -1.731 -0.751
H 1.737 2.223 -0.896 0.194
H 2.110 3.455 -2.169 0.227
H 1.830 1.688 -2.556 0.215
H -0.057 3.407 -3.076 0.187
H -0.081 3.760 -1.430 0.156
H -1.556 1.999 -1.966 0.484
O -1.301 -1.184 -2.048 -0.957
H -1.043 -2.082 -1.838 0.484
H -1.683 -1.242 -2.923 0.489
O -1.660 1.356 1.394 -0.957
H -1.232 2.179 1.631 0.490
H -2.585 1.584 1.305 0.491
C 2.499 -1.739 1.400 -0.609
C 1.211 -1.427 0.722 -0.076
C -0.049 -1.749 1.556 -0.072
O -1.259 -1.340 0.862 -0.606
C -2.507 -1.895 1.304 -0.254
N 1.231 0.030 0.464 -0.889
H 2.467 -1.096 2.279 0.200
H 3.360 -1.486 0.781 0.228
H 2.415 -2.784 1.698 0.224
H 1.167 -2.025 -0.189 0.198
H -0.077 -1.267 2.533 0.184
H -0.080 -2.830 1.688 0.194
H -3.105 -0.995 1.453 0.183
H -2.406 -2.543 2.175 0.203
H -3.068 -2.283 0.454 0.199
H 2.101 0.252 0.001 0.382
H 1.260 0.403 1.402 0.366

[7]
7
Properties=species:S:1:pos:R:3:nbo_charge:R:1 method="wB97M-V/def2-TZVPD" homo_energy_ev="-8.87 / -8.87" relative_energy_kcal_mol=111.8 gap_ev="8.42 / 8.42"
C -0.029 -0.149 -0.134 -0.404
N -1.585 0.393 -1.378 -0.020
O -1.331 1.471 -1.838 -0.322
S -2.777 -0.608 -1.379 0.155
H -0.492 -0.727 0.661 0.198
H 0.544 0.637 0.159 0.188
H 0.274 -0.799 -0.976 0.205

[8]
17
Properties=species:S:1:pos:R:3:nbo_charge:R:1 method="wB97M-V/def2-TZVPD" homo_energy_ev=-8.66 relative_energy_kcal_mol=44.5 gap_ev=9.26
C -0.640 2.375 0.815 -0.439
C -0.179 -2.469 0.707 -0.418
N 1.020 0.331 -1.855 -1.180
N 0.143 1.214 1.126 -0.813
N 0.573 -1.681 -0.247 -0.972
O -1.496 -0.303 -1.106 -1.075
P -0.088 -0.233 -0.710 2.176
H -1.646 2.056 0.543 0.208
H -0.709 2.987 1.721 0.190
H -0.239 3.008 0.010 0.156
H 0.141 -2.300 1.737 0.196
H -1.226 -2.186 0.616 0.229
H -0.078 -3.531 0.468 0.198
H 0.999 -0.299 -2.652 0.399
H 0.716 1.245 -2.165 0.400
H 1.138 1.425 1.066 0.336
H 1.569 -1.642 -0.073 0.406

[9]
11
Properties=species:S:1:pos:R:3:nbo_charge:R:1 method="wB97M-V/def2-TZVPD" homo_energy_ev=-9.33 relative_energy_kcal_mol=131.4 gap_ev=10.05
O -2.178 -0.654 0.230 -0.565
C -1.309 0.162 0.184 0.746
N -1.280 1.449 -0.164 -0.358
O 0.011 1.700 0.267 -0.223
N 0.109 0.361 0.777 -0.200
C 1.146 -0.580 0.312 0.070
O 0.965 -1.019 -1.045 -0.739
H -1.713 2.084 -0.830 0.417
H 1.210 -1.415 0.914 0.186
H 2.013 -0.105 0.530 0.178
H 1.025 -1.982 -1.175 0.488

[10]
12
Properties=species:S:1:pos:R:3:nbo_charge:R:1 method="wB97M-V/def2-TZVPD" homo_energy_ev=-9.83 relative_energy_kcal_mol=44.7 gap_ev=10.72
C -0.371 -2.651 -0.349 -0.266
C -0.072 -1.553 -0.744 0.013
C 0.225 -0.122 -0.898 -0.488
C 0.215 0.461 0.527 -0.500
C -0.114 1.926 0.672 0.447
O -0.622 2.620 -0.175 -0.520
H -0.657 -3.607 0.033 0.240
H -0.516 0.379 -1.530 0.254
H 1.197 0.045 -1.376 0.236
H -0.555 -0.066 1.112 0.248
H 1.159 0.237 1.043 0.229
H 0.110 2.331 1.684 0.106

[11]
81
Properties=species:S:1:pos:R:3:mulliken_charge:R:1 method="wB97M-V/def2-TZVPD" homo_energy_ev=-7.83 relative_energy_kcal_mol=0.0 gap_ev=7.64
Ga -1.185 -0.500 -0.063 -0.503
C 3.694 2.784 5.322 -1.555
C 2.622 1.929 4.691 0.915
C 2.577 1.752 3.307 -0.991
C 1.553 1.032 2.716 0.093
C 0.566 0.475 3.522 -0.583
C 0.604 0.608 4.902 -0.591
C 1.634 1.339 5.476 -0.784
S -0.742 -0.433 2.779 1.939
O -0.153 -1.433 1.902 -0.741
O -1.624 -0.860 3.828 -0.769
N -1.452 0.512 1.678 0.558
C -2.632 1.213 1.958 0.368
C -2.959 1.795 3.159 -0.745
C -4.166 2.511 3.307 -0.928
C -5.036 2.667 2.267 -0.961
C -4.728 2.086 1.014 0.586
C -5.536 2.226 -0.137 -0.750
C -5.167 1.627 -1.305 -1.022
C -3.991 0.848 -1.336 -0.095
N -3.212 0.710 -0.293 0.526
C -3.545 1.336 0.870 0.459
H 4.597 2.803 4.710 0.365
H 3.957 2.424 6.318 0.388
H 3.341 3.813 5.423 0.301
H 3.358 2.177 2.681 0.435
H 1.528 0.888 1.643 0.505
H -0.164 0.137 5.504 0.567
H 1.672 1.454 6.555 0.372
H -2.283 1.695 4.001 0.449
H -4.397 2.955 4.270 0.394
H -5.958 3.228 2.385 0.414
H -6.445 2.816 -0.078 0.432
H -5.761 1.729 -2.204 0.426
H -3.695 0.317 -2.232 0.430
C 4.069 -2.771 -5.976 -1.533
C 3.448 -2.519 -4.622 1.093
C 2.133 -2.072 -4.510 -1.147
C 1.546 -1.873 -3.270 -0.208
C 2.289 -2.120 -2.125 -0.135
C 3.606 -2.559 -2.207 -0.466
C 4.177 -2.755 -3.456 -0.759
S 1.557 -1.887 -0.529 1.367
O 0.535 -2.884 -0.380 -0.637
O 2.637 -1.830 0.417 -0.755
N 0.770 -0.447 -0.641 1.327
C 1.563 0.696 -0.837 -0.493
C 2.943 0.688 -0.907 -0.373
C 3.680 1.874 -1.095 -1.107
C 3.074 3.083 -1.211 -0.929
C 1.665 3.146 -1.172 1.110
C 0.962 4.361 -1.296 -0.711
C -0.395 4.357 -1.298 -1.085
C -1.069 3.129 -1.184 -0.027
N -0.459 1.972 -1.034 0.185
C 0.903 1.963 -1.009 0.443
H 3.536 -2.239 -6.765 0.360
H 4.038 -3.838 -6.215 0.298
H 5.116 -2.462 -5.992 0.382
H 1.558 -1.875 -5.411 0.353
H 0.517 -1.540 -3.186 0.397
H 4.163 -2.732 -1.291 0.552
H 5.207 -3.097 -3.529 0.370
H 3.482 -0.238 -0.780 0.490
H 4.761 1.811 -1.135 0.415
H 3.649 3.994 -1.344 0.406
H 1.517 5.288 -1.399 0.427
H -0.966 5.270 -1.401 0.412
H -2.148 3.120 -1.227 0.302
Cl -3.081 -2.136 1.025 -0.182
C -2.812 -3.495 -0.030 1.176
C -3.053 -4.762 0.465 -0.730
C -2.862 -5.855 -0.363 -0.439
C -2.424 -5.664 -1.663 -0.675
C -2.154 -4.388 -2.124 0.371
Cl -1.550 -4.216 -3.745 -0.209
C -2.332 -3.254 -1.321 -0.404
S -1.961 -1.658 -1.941 -0.381
H -3.383 -4.882 1.489 0.443
H -3.051 -6.855 0.009 0.374
H -2.276 -6.507 -2.326 0.425